Entry 1:
Formula: C37H66BrCl18FN2O4
Source: OMol25
Level of theory: ωB97M-V/def2-TZVPD

Bonds (Å) are listed after each position.
CARTESIAN COORDINATES (ANGSTROEM)
1 C 5.58 -2.83 1.24  C2 1.631, H37 1.139, H38 1.148, H39 1.152
2 C 4.40 -3.87 0.80  C1 1.631, C3 1.616, H40 1.140, H41 1.147
3 C 3.61 -4.24 2.17  C2 1.616, C4 1.617, H42 1.140, H43 1.142
4 C 2.04 -4.46 1.88  C3 1.617, C5 1.622, H44 1.149, H45 1.151
5 C 1.15 -3.46 2.79  C4 1.622, C6 1.605, H46 1.148, H47 1.140
6 C -0.16 -3.06 1.93  C5 1.605, C7 1.634, H48 1.141, H49 1.155
7 C -0.06 -1.57 1.28  C6 1.634, Br8 1.965, O9 1.412, H50 1.157
8 Br 0.95 -1.74 -0.40  C7 1.965
9 O -1.36 -1.03 1.29  C7 1.412, C10 1.430
10 C -1.82 -0.34 0.12  O9 1.430, C11 1.601, C13 1.644, H51 1.158
11 C -2.39 -1.28 -1.05  C10 1.601, C12 1.605, H52 1.135, H53 1.158
12 C -2.63 -2.81 -0.66  C11 1.605, H54 1.153, H55 1.136, H56 1.150
13 C -2.89 0.77 0.67  C10 1.644, C14 1.600, C17 1.618, N23 1.479
14 C -2.95 1.97 -0.39  C13 1.600, O15 1.452, H57 1.156, H58 1.154
15 O -3.46 1.62 -1.71  C14 1.452, C16 1.466
16 C -2.39 1.90 -2.67  O15 1.466, H59 1.150, H60 1.155, H61 1.151
17 C -4.28 -0.06 0.79  C13 1.618, C18 1.539, C22 1.573
18 C -5.60 0.32 0.11  C17 1.539, C19 1.539, H62 1.152
19 C -6.93 -0.45 0.22  C18 1.539, N20 1.416, H63 1.149
20 N -7.02 -1.61 1.04  C19 1.416, C21 1.415
21 C -5.83 -1.96 1.72  N20 1.415, C22 1.534, H64 1.153
22 C -4.43 -1.34 1.69  C17 1.573, C21 1.534, H65 1.149
23 N -2.58 1.30 2.02  C13 1.479, C24 1.518, C27 1.478
24 C -3.77 2.00 2.65  N23 1.518, C25 1.631, H66 1.157, H67 1.139
25 C -4.40 1.12 3.88  C24 1.631, F26 1.440, H68 1.152, H69 1.150
26 F -3.43 0.13 4.25  C25 1.440
27 C -1.52 2.34 2.10  N23 1.478, C28 1.586, H70 1.159, H71 1.161
28 C -0.09 2.04 1.48  C27 1.586, C29 1.633, H72 1.139, H73 1.138
29 C 0.88 3.25 1.95  C28 1.633, C30 1.633, H74 1.140, H75 1.156
30 C 1.91 3.69 0.76  C29 1.633, C31 1.601, H76 1.138, H77 1.140
31 C 3.25 2.82 0.93  C30 1.601, C32 1.602, H78 1.155, H79 1.148
32 C 3.92 2.32 -0.43  C31 1.602, O33 1.459, H80 1.157, H81 1.144
33 O 3.32 2.86 -1.65  C32 1.459, C34 1.442
34 C 3.77 1.95 -2.68  O33 1.442, C35 1.590, O36 1.261
35 C 2.93 0.70 -3.19  C34 1.590, H82 1.140, H83 1.153, H84 1.155
36 O 4.91 2.12 -3.19  C34 1.261
37 H 5.22 -1.76 1.10  C1 1.139
38 H 6.53 -3.00 0.62  C1 1.148
39 H 5.84 -3.06 2.34  C1 1.152
40 H 4.83 -4.84 0.39  C2 1.140
41 H 3.72 -3.38 0.02  C2 1.147
42 H 4.03 -5.23 2.57  C3 1.140
43 H 3.70 -3.40 2.94  C3 1.142
44 H 1.77 -5.55 2.16  C4 1.149
45 H 1.76 -4.36 0.77  C4 1.151
46 H 0.78 -4.06 3.70  C5 1.148
47 H 1.74 -2.57 3.18  C5 1.140
48 H -1.09 -3.05 2.58  C6 1.141
49 H -0.38 -3.79 1.06  C6 1.155
50 H 0.60 -0.99 2.03  C7 1.157
51 H -1.02 0.33 -0.39  C10 1.158
52 H -3.33 -0.90 -1.58  C11 1.135
53 H -1.57 -1.30 -1.87  C11 1.158
54 H -3.59 -3.22 -1.15  C12 1.153
55 H -2.67 -3.04 0.46  C12 1.136
56 H -1.78 -3.44 -1.10  C12 1.150
57 H -1.91 2.44 -0.59  C14 1.156
58 H -3.60 2.82 0.02  C14 1.154
59 H -2.67 1.54 -3.72  C16 1.150
60 H -2.19 3.04 -2.70  C16 1.155
61 H -1.42 1.35 -2.40  C16 1.151
62 H -5.64 1.27 -0.54  C18 1.152
63 H -7.88 -0.13 -0.34  C19 1.149
64 H -5.92 -2.88 2.41  C21 1.153
65 H -3.55 -1.75 2.30  C22 1.149
66 H -3.43 2.97 3.18  C24 1.157
67 H -4.54 2.35 1.90  C24 1.139
68 H -5.39 0.63 3.56  C25 1.152
69 H -4.62 1.77 4.80  C25 1.150
70 H -1.32 2.52 3.22  C27 1.159
71 H -1.86 3.37 1.70  C27 1.161
72 H 0.33 1.11 1.98  C28 1.139
73 H -0.02 2.03 0.34  C28 1.138
74 H 0.31 4.13 2.39  C29 1.140
75 H 1.57 2.84 2.78  C29 1.156
76 H 1.36 3.54 -0.22  C30 1.138
77 H 2.13 4.80 0.94  C30 1.140
78 H 4.02 3.50 1.45  C31 1.155
79 H 3.14 1.90 1.61  C31 1.148
80 H 5.04 2.63 -0.45  C32 1.157
81 H 3.92 1.18 -0.47  C32 1.144
82 H 1.80 0.83 -3.13  C35 1.140
83 H 3.18 0.43 -4.28  C35 1.153
84 H 3.18 -0.25 -2.58  C35 1.155
85 Cl 2.85 0.52 3.48  C86 1.770
86 C 4.18 1.23 4.41  Cl85 1.770, Cl87 1.768, H88 1.089, H89 1.089
87 Cl 5.44 1.88 3.35  C86 1.768
88 H 3.79 2.03 5.03  C86 1.089
89 H 4.62 0.46 5.04  C86 1.089
90 Cl -1.21 5.38 -5.04  C91 1.768
91 C -2.71 6.11 -4.44  Cl90 1.768, Cl92 1.767, H93 1.089, H94 1.089
92 Cl -3.37 5.17 -3.09  C91 1.767
93 H -2.49 7.12 -4.09  C91 1.089
94 H -3.44 6.14 -5.24  C91 1.089
95 Cl -0.18 6.25 3.17  C96 1.768
96 C 0.19 7.12 1.67  Cl95 1.768, Cl97 1.768, H98 1.089, H99 1.089
97 Cl -0.60 6.36 0.28  C96 1.768
98 H -0.17 8.14 1.76  C96 1.089
99 H 1.26 7.11 1.51  C96 1.089
100 Cl 0.99 4.19 -7.68  C101 1.768
101 C 1.27 5.93 -7.67  Cl100 1.768, Cl102 1.768, H103 1.089, H104 1.089
102 Cl 1.29 6.59 -9.31  C101 1.768
103 H 0.47 6.41 -7.10  C101 1.089
104 H 2.23 6.13 -7.19  C101 1.089
105 Cl -0.67 -0.26 6.74  C106 1.768
106 C -1.73 -1.59 6.27  Cl105 1.768, Cl107 1.769, H108 1.089, H109 1.089
107 Cl -0.81 -3.08 6.02  C106 1.769
108 H -2.46 -1.76 7.05  C106 1.089
109 H -2.23 -1.33 5.34  C106 1.089
110 Cl 5.53 -5.87 -2.48  C111 1.767
111 C 3.89 -5.84 -3.14  Cl110 1.767, Cl112 1.768, H113 1.089, H114 1.089
112 Cl 2.81 -4.86 -2.13  C111 1.768
113 H 3.92 -5.41 -4.14  C111 1.089
114 H 3.51 -6.86 -3.18  C111 1.089
115 Cl -1.46 -6.54 -0.34  C116 1.768
116 C -1.59 -6.37 -2.09  Cl115 1.768, Cl117 1.768, H118 1.089, H119 1.089
117 Cl -3.00 -5.39 -2.53  C116 1.768
118 H -0.69 -5.89 -2.47  C116 1.089
119 H -1.70 -7.36 -2.53  C116 1.089
120 Cl 6.81 6.26 -4.94  C121 1.769
121 C 6.25 5.38 -3.51  Cl120 1.769, Cl122 1.768, H123 1.089, H124 1.089
122 Cl 4.83 6.15 -2.80  C121 1.768
123 H 5.99 4.36 -3.80  C121 1.089
124 H 7.05 5.36 -2.77  C121 1.089
125 Cl -4.34 -10.03 -0.84  C126 1.767
126 C -4.19 -9.53 -2.52  Cl125 1.767, Cl127 1.769, H128 1.089, H129 1.089
127 Cl -2.50 -9.59 -3.05  C126 1.769
128 H -4.78 -10.19 -3.15  C126 1.089
129 H -4.55 -8.51 -2.62  C126 1.089

SMILES: CCCCCC[C@@H](Br)O[C@@H](CC)[C@@](COC)(c1ccncc1)N(CCF)CCCCCCOC(C)=O.ClCCl.ClCCl.ClCCl.ClCCl.ClCCl.ClCCl.ClCCl.ClCCl.ClCCl
Kohn-Sham gap in eV: 8.93
HOMO level in eV: -8.713
E in eV: -348763.5122
Molar mass in g mol⁻¹: 1340.00

Löwdin atomic charge list, values in e, 8 entries: -0.1238 -0.2622 -0.2051 -0.2067 -0.1900 -0.1997 -0.6427 0.7595

***

Entry 2:
Formula: C37H67ClNO12P
Source: OMol25
Level of theory: ωB97M-V/def2-TZVPD

Bonds (Å) are listed after each position.
CARTESIAN COORDINATES (ANGSTROEM)
1 C -4.07 5.96 -2.39  C2 1.554, H21 1.088, H22 1.091, H23 1.090
2 C -3.12 4.75 -2.16  C1 1.554, C3 1.529, H24 1.090, H25 1.088
3 C -3.81 3.42 -2.47  C2 1.529, O4 1.420, H26 1.097, H27 1.096
4 O -3.16 2.28 -1.94  C3 1.420, C5 1.437
5 C -1.83 2.09 -2.46  O4 1.437, P6 1.898, H28 1.092, H29 1.090
6 P -0.64 2.28 -1.00  C5 1.898, Cl7 2.251, C8 1.853, C15 1.848, H30 1.407
7 Cl 0.60 2.64 0.85  P6 2.251
8 C -0.46 0.47 -0.68  P6 1.853, C9 1.521, H31 1.091, H32 1.088
9 C -1.29 0.03 0.51  C8 1.521, O10 1.199, O11 1.392
10 O -2.43 0.36 0.70  C9 1.199
11 O -0.61 -0.80 1.40  C9 1.392, C12 1.409
12 C -0.83 -0.48 2.75  O11 1.409, C13 1.506, O14 1.205
13 C 0.12 0.44 3.46  C12 1.506, H33 1.086, H34 1.091, H35 1.086
14 O -1.76 -1.00 3.33  C12 1.205
15 C 0.67 3.13 -2.00  P6 1.848, C16 1.371, N20 1.319
16 C 1.96 2.66 -1.95  C15 1.371, C17 1.364, H36 1.084
17 C 3.00 3.24 -2.61  C16 1.364, C18 1.382, H37 1.078
18 C 2.66 4.34 -3.37  C17 1.382, C19 1.365, H38 1.079
19 C 1.35 4.72 -3.39  C18 1.365, N20 1.316, H39 1.088
20 N 0.35 4.18 -2.73  C15 1.319, C19 1.316
21 H -3.94 6.67 -1.58  C1 1.088
22 H -3.76 6.49 -3.30  C1 1.091
23 H -5.10 5.65 -2.53  C1 1.090
24 H -2.32 4.87 -2.89  C2 1.090
25 H -2.71 4.81 -1.15  C2 1.088
26 H -4.00 3.28 -3.54  C3 1.097
27 H -4.79 3.46 -1.98  C3 1.096
28 H -1.84 1.08 -2.88  C5 1.092
29 H -1.65 2.76 -3.30  C5 1.090
30 H -1.63 3.04 -0.35  P6 1.407
31 H 0.58 0.31 -0.37  C8 1.091
32 H -0.61 -0.16 -1.55  C8 1.088
33 H -0.08 1.49 3.24  C13 1.086
34 H 1.16 0.20 3.21  C13 1.091
35 H 0.01 0.23 4.52  C13 1.086
36 H 2.17 1.80 -1.33  C16 1.084
37 H 4.02 2.88 -2.54  C17 1.078
38 H 3.41 4.86 -3.94  C18 1.079
39 H 1.09 5.57 -4.02  C19 1.088
40 C 0.20 -3.21 4.62  C41 1.508, H44 1.080, H45 1.092, H46 1.091
41 C 1.45 -3.29 5.45  C40 1.508, C42 1.507, O43 1.211
42 C 1.61 -4.51 6.32  C41 1.507, H47 1.088, H48 1.090, H49 1.088
43 O 2.28 -2.42 5.42  C41 1.211
44 H 0.21 -2.29 4.04  C40 1.080
45 H 0.15 -4.05 3.93  C40 1.092
46 H -0.68 -3.21 5.26  C40 1.091
47 H 1.63 -5.41 5.71  C42 1.088
48 H 0.80 -4.57 7.04  C42 1.090
49 H 2.55 -4.45 6.87  C42 1.088
50 C -1.64 7.95 2.52  C51 1.510, H54 1.088, H55 1.091, H56 1.091
51 C -1.44 6.64 1.79  C50 1.510, C52 1.508, O53 1.210
52 C -0.24 5.81 2.18  C51 1.508, H57 1.092, H58 1.092, H59 1.088
53 O -2.21 6.28 0.93  C51 1.210
54 H -2.53 8.44 2.15  C50 1.088
55 H -1.77 7.76 3.59  C50 1.091
56 H -0.78 8.60 2.37  C50 1.091
57 H -0.31 5.53 3.23  C52 1.092
58 H 0.68 6.38 2.00  C52 1.092
59 H -0.22 4.91 1.57  C52 1.088
60 C -5.20 0.25 -6.06  C61 1.508, H64 1.088, H65 1.091, H66 1.091
61 C -4.01 0.17 -5.14  C60 1.508, C62 1.509, O63 1.210
62 C -3.98 -1.00 -4.17  C61 1.509, H67 1.091, H68 1.091, H69 1.088
63 O -3.13 0.99 -5.16  C61 1.210
64 H -5.10 1.13 -6.70  C60 1.088
65 H -5.24 -0.63 -6.70  C60 1.091
66 H -6.12 0.34 -5.49  C60 1.091
67 H -3.97 -1.94 -4.73  C62 1.091
68 H -4.85 -0.96 -3.52  C62 1.091
69 H -3.08 -0.94 -3.57  C62 1.088
70 C -0.55 -8.07 6.55  C71 1.510, H74 1.088, H75 1.091, H76 1.091
71 C 0.70 -8.15 7.39  C70 1.510, C72 1.509, O73 1.208
72 C 0.87 -9.37 8.26  C71 1.509, H77 1.091, H78 1.091, H79 1.088
73 O 1.54 -7.28 7.36  C71 1.208
74 H -0.54 -7.14 5.97  C70 1.088
75 H -0.60 -8.91 5.86  C70 1.091
76 H -1.43 -8.07 7.19  C70 1.091
77 H 0.88 -10.27 7.64  C72 1.091
78 H 0.05 -9.43 8.97  C72 1.091
79 H 1.81 -9.31 8.80  C72 1.088
80 C 5.15 3.94 0.38  C81 1.509, H84 1.088, H85 1.091, H86 1.091
81 C 6.13 4.21 -0.73  C80 1.509, C82 1.508, O83 1.210
82 C 7.21 5.24 -0.47  C81 1.508, H87 1.091, H88 1.091, H89 1.088
83 O 6.06 3.63 -1.79  C81 1.210
84 H 4.43 3.19 0.06  C80 1.088
85 H 5.68 3.58 1.26  C80 1.091
86 H 4.61 4.86 0.63  C80 1.091
87 H 7.82 4.92 0.37  C82 1.091
88 H 6.75 6.21 -0.26  C82 1.091
89 H 7.84 5.33 -1.35  C82 1.088
90 C 5.69 -4.38 1.77  C91 1.506, H94 1.089, H95 1.092, H96 1.095
91 C 4.98 -3.10 2.12  C90 1.506, C92 1.508, O93 1.212
92 C 4.58 -2.91 3.56  C91 1.508, H97 1.091, H98 1.089, H99 1.086
93 O 4.73 -2.26 1.28  C91 1.212
94 H 5.92 -4.39 0.71  C90 1.089
95 H 6.62 -4.45 2.34  C90 1.092
96 H 5.04 -5.23 2.01  C90 1.095
97 H 5.46 -2.93 4.20  C92 1.091
98 H 3.90 -3.71 3.86  C92 1.089
99 H 4.07 -1.96 3.68  C92 1.086
100 C 2.41 -8.52 3.06  C101 1.509, H104 1.088, H105 1.092, H106 1.091
101 C 3.19 -7.60 2.16  C100 1.509, C102 1.509, O103 1.209
102 C 2.72 -7.48 0.73  C101 1.509, H107 1.091, H108 1.091, H109 1.088
103 O 4.15 -6.99 2.56  C101 1.209
104 H 2.86 -8.51 4.05  C100 1.088
105 H 1.38 -8.18 3.14  C100 1.092
106 H 2.44 -9.54 2.67  C100 1.091
107 H 1.70 -7.09 0.70  C102 1.091
108 H 2.76 -8.45 0.24  C102 1.091
109 H 3.37 -6.79 0.19  C102 1.088
110 C -6.40 1.69 -11.19  C111 1.509, H114 1.088, H115 1.091, H116 1.091
111 C -6.66 1.85 -9.71  C110 1.509, C112 1.510, O113 1.208
112 C -6.29 3.17 -9.08  C111 1.510, H117 1.091, H118 1.091, H119 1.088
113 O -7.16 0.95 -9.06  C111 1.208
114 H -6.71 0.70 -11.51  C110 1.088
115 H -6.96 2.44 -11.75  C110 1.091
116 H -5.33 1.81 -11.39  C110 1.091
117 H -6.85 3.98 -9.55  C112 1.091
118 H -5.22 3.34 -9.19  C112 1.091
119 H -6.54 3.14 -8.02  C112 1.088

SMILES: CCCOC[PH](Cl)(CC(=O)OC(C)=O)c1ccccn1.CC(C)=O.CC(C)=O.CC(C)=O.CC(C)=O.CC(C)=O.CC(C)=O.CC(C)=O.CC(C)=O
Kohn-Sham gap in eV: 8.93
HOMO level in eV: -8.539
E in eV: -87325.3380
Molar mass in g mol⁻¹: 784.37

Löwdin atomic charge list, values in e, 8 entries: -0.0884 -0.2282 -0.2408 -0.2173 -0.3134 0.7684 0.2685 -0.2136

***

Question: The highest HOMO level belongs to which entry?
Answer: C37H67ClNO12P

***

Question: What is the Kohn-Sham gap in the first record?
Answer: 8.93 eV

***

Question: E of number 2 (C37H67ClNO12P)?
Answer: -87325.3380 eV